# C4H4O2

One molecule with the formula C4H4O2 (wB97M-V/def2-TZVPD, OMol25).

Atoms and positions in Å:
C1 0.085 -2.484 0.491
C2 -0.122 -1.298 0.549
C3 -0.194 0.155 0.603
O1 -0.136 0.760 1.653
C4 -0.255 0.897 -0.726
O2 0.612 2.001 -0.736
H1 0.280 -3.534 0.450
H2 -0.013 0.218 -1.552
H3 -1.295 1.234 -0.859
H4 1.038 2.052 0.129

Values from the calculation:
electronic energy	-305.20530	Eh
highest occupied orbital energy	-10.66	eV
energy relative to the best compared isomer or geometry (same formula, charge and spin)	194.7	kJ/mol

Let us look at the Mulliken charges, expressed in e, one per atom: 0.18, -0.35, 0.16, -0.50, -0.27, -0.47, 0.39, 0.29, 0.24, 0.33

---

# C4H4O2S

C4H4O2S as an isolated structure at a distorted geometry (wB97M-V/def2-TZVPD, OMol25).

Atoms and positions in Å:
C1 1.525 0.112 0.578
C2 0.519 0.304 -0.535
C3 -1.878 -0.321 0.259
C4 -1.583 0.922 0.285
H1 1.015 -0.036 1.667
H2 0.712 0.050 -1.595
H3 -2.996 -0.773 0.097
H4 -2.532 1.609 0.398
O1 2.688 0.124 0.046
O2 -0.421 1.461 -0.299
S1 -0.365 -1.227 -0.129

Values from the calculation:
electronic energy	-703.33477	Eh
highest occupied orbital energy	-8.61	eV
energy relative to the best compared isomer or geometry (same formula, charge and spin)	412.7	kJ/mol

Let us look at the Mulliken charges, expressed in e, one per atom: 0.15, 0.04, 0.02, -0.28, 0.26, 0.34, 0.27, 0.27, -0.50, -0.33, -0.23

---

# C4H4O2S2

One molecule with the formula C4H4O2S2 at a distorted geometry (wB97M-V/def2-TZVPD, OMol25).

Atoms and positions in Å:
O1 -0.904 0.352 1.944
C1 -0.574 0.295 0.786
C2 -0.609 1.423 -0.270
O2 0.387 1.126 -1.261
C3 -0.283 -1.131 0.148
S1 -1.586 -1.878 -0.421
C4 1.059 -1.740 0.263
S2 2.428 -0.819 0.208
H1 -1.580 1.359 -0.776
H2 -0.599 2.493 0.169
H3 1.269 1.372 -0.932
H4 0.992 -2.852 0.141

Values from the calculation:
electronic energy	-1101.59372	Eh
highest occupied orbital energy	-9.26	eV
energy relative to the best compared isomer or geometry (same formula, charge and spin)	177.2	kJ/mol

Let us look at the Mulliken charges, expressed in e, one per atom: -0.51, 0.45, -0.35, -0.48, 0.33, -0.17, -0.23, -0.20, 0.25, 0.28, 0.32, 0.32

---

# C4H4O2S2

One molecule with the formula C4H4O2S2 at a distorted geometry (wB97M-V/def2-TZVPD, OMol25).

Atoms and positions in Å:
O1 1.925 1.739 -0.101
C1 1.784 0.427 -0.053
S1 3.020 -0.668 -0.072
C2 0.348 0.063 -0.017
C3 -0.199 -1.187 -0.078
O2 -1.520 -1.289 -0.325
C4 -2.178 -0.092 0.145
S2 -0.986 1.233 -0.168
H1 2.869 1.997 -0.145
H2 0.351 -2.133 -0.010
H3 -2.271 -0.100 1.226
H4 -3.142 0.010 -0.402

Values from the calculation:
electronic energy	-1101.63482	Eh
highest occupied orbital energy	-8.20	eV
energy relative to the best compared isomer or geometry (same formula, charge and spin)	69.3	kJ/mol

Let us look at the Mulliken charges, expressed in e, one per atom: -0.42, 0.35, -0.33, 0.33, -0.46, -0.34, -0.25, -0.15, 0.33, 0.37, 0.27, 0.30

---

# C4H4O3

One molecule with the formula C4H4O3 (wB97M-V/def2-TZVPD, OMol25).

Atoms and positions in Å:
C1 0.454 -1.211 -1.435
C2 0.457 0.251 -1.080
O1 1.131 1.103 -1.630
C3 -0.471 0.771 -0.043
O2 0.026 0.523 1.149
C4 -0.833 0.986 2.181
O3 -0.922 0.387 3.195
H1 0.985 -1.776 -0.659
H2 0.969 -1.342 -2.389
H3 -0.567 -1.604 -1.500
H4 -1.368 1.897 1.883

Values from the calculation:
electronic energy	-380.42889	Eh
highest occupied orbital energy	-9.52	eV
energy relative to the best compared isomer or geometry (same formula, charge and spin)	310.2	kJ/mol

Let us look at the Mulliken charges, expressed in e, one per atom: -1.03, 1.04, -0.51, -0.61, -0.13, 0.32, -0.37, 0.28, 0.31, 0.35, 0.36

---

# C4H4O3S

One molecule with the formula C4H4O3S at a distorted geometry (wB97M-V/def2-TZVPD, OMol25).

Atoms and positions in Å:
O1 1.895 2.216 -0.073
C1 1.080 1.454 -0.509
O2 0.545 1.485 -1.784
C2 0.705 0.178 0.174
O3 0.053 -0.733 -0.742
C3 -0.746 -0.223 0.341
C4 -1.208 -1.335 1.076
S1 -2.370 -1.583 2.097
H1 0.552 0.375 -2.038
H2 1.567 -0.393 0.623
H3 -1.351 0.785 0.170
H4 -0.724 -2.225 0.663

Values from the calculation:
electronic energy	-778.61506	Eh
highest occupied orbital energy	-9.45	eV
energy relative to the best compared isomer or geometry (same formula, charge and spin)	339.2	kJ/mol

Let us look at the Mulliken charges, expressed in e, one per atom: -0.50, 0.31, -0.52, 0.12, -0.52, 0.49, -0.51, -0.26, 0.47, 0.35, 0.31, 0.26

---

# C4H4O6

One molecule with the formula C4H4O6 at a distorted geometry (wB97M-V/def2-TZVPD, OMol25).

Atoms and positions in Å:
O1 3.064 -0.270 -0.217
C1 1.812 -0.478 -0.309
O2 1.147 -1.587 -0.001
C2 0.785 0.706 -0.010
O3 1.244 2.031 0.321
C3 -0.612 0.756 -0.250
O4 -1.149 1.872 -0.416
C4 -1.594 -0.381 -0.119
O5 -2.756 0.030 0.101
O6 -1.360 -1.764 -0.022
H1 1.822 -2.456 0.328
H2 2.139 1.870 0.505
H3 -2.104 1.703 -0.024
H4 -2.441 -2.031 0.115

Values from the calculation:
electronic energy	-606.16630	Eh
highest occupied orbital energy	-8.69	eV
energy relative to the best compared isomer or geometry (same formula, charge and spin)	331.3	kJ/mol

Let us look at the Mulliken charges, expressed in e, one per atom: -0.60, 0.63, -0.47, 0.03, -0.47, 0.10, -0.51, 0.95, -0.70, -0.46, 0.38, 0.32, 0.40, 0.39

---

# C4H4OS

A 2-piece molecular cluster, C4H4OS overall at a distorted geometry (wB97M-V/def2-TZVPD, OMol25).

Atoms and positions in Å:
O1 2.381 1.605 0.210
C1 1.678 2.444 0.603
S1 0.805 3.550 1.141
C2 -0.393 0.929 -0.369
C3 0.145 0.189 0.402
C4 0.681 -0.960 1.140
H1 -0.625 1.693 -1.075
H2 -0.071 -1.878 1.047
H3 0.687 -0.553 2.215
H4 1.780 -1.320 0.905

Values from the calculation:
electronic energy	-628.16106	Eh
highest occupied orbital energy	-9.80	eV
energy relative to the best compared isomer or geometry (same formula, charge and spin)	194.1	kJ/mol

Let us look at the Mulliken charges, expressed in e, one per atom: -0.36, 0.66, -0.33, 0.01, -0.26, -0.94, 0.45, 0.26, 0.26, 0.25

---

| no. | LUMO energy (hartree) |
| --- | --- |
| 1 | -0.0073 |
| 2 | 0.0123 |
| 3 | -0.0817 |
| 4 | -0.0099 |
| 5 | -0.0125 |
| 6 | -0.0407 |
| 7 | -0.0192 |
| 8 | 0.0278 |